The following is a quantum chemistry calculation of a cluster of 7 separate species, C27H69N4O7S6 in total, from the OMol25 dataset.

Element x y z (Å)
C: 0.407 0.516 5.790
C: 1.814 -0.096 5.648
C: 2.738 0.704 4.739
C: 2.247 0.750 3.285
C: 2.429 2.087 2.593
C: 1.752 3.268 3.310
C: 1.290 4.362 2.339
C: -0.250 4.452 2.321
C: -0.799 3.247 1.591
C: -2.030 2.585 2.185
C: -2.075 1.192 1.549
C: -3.230 0.333 2.032
C: -2.811 -1.114 2.301
O: -1.454 -1.198 2.706
C: -3.069 -2.068 1.134
N: -2.066 -1.937 0.068
N: -2.255 1.424 0.083
C: -1.334 2.307 -0.438
N: -0.666 1.911 -1.455
N: -1.140 3.517 0.148
H: 0.313 0.962 6.770
H: -0.343 -0.260 5.694
H: 0.247 1.242 5.003
H: 2.246 -0.143 6.641
H: 1.740 -1.119 5.299
H: 3.692 0.192 4.775
H: 2.874 1.693 5.166
H: 1.218 0.401 3.248
H: 2.822 0.006 2.743
H: 3.485 2.321 2.510
H: 2.079 1.993 1.569
H: 0.902 2.909 3.878
H: 2.473 3.672 4.009
H: 1.588 4.052 1.340
H: 1.751 5.323 2.526
H: -0.567 4.437 3.356
H: -0.566 5.395 1.889
H: -0.029 2.482 1.571
H: -2.926 3.085 1.826
H: -2.051 2.574 3.267
H: -1.106 0.743 1.740
H: -3.684 0.750 2.920
H: -3.964 0.316 1.235
H: -3.426 -1.470 3.126
H: -1.370 -1.824 3.438
H: -3.016 -3.068 1.550
H: -4.090 -1.955 0.783
H: -1.262 -2.459 0.393
H: -1.799 -0.958 0.021
H: -3.195 1.776 -0.073
H: -0.898 0.980 -1.820
H: 0.093 2.421 -1.890
H: -0.387 4.019 -0.317
C: -2.016 -2.556 -3.531
S: -0.525 -1.556 -3.517
O: -0.970 -0.121 -3.492
C: -0.010 -1.886 -5.198
H: -2.513 -2.446 -2.567
H: -2.682 -2.219 -4.324
H: -1.742 -3.601 -3.680
H: -0.797 -1.586 -5.890
H: 0.207 -2.949 -5.305
H: 0.895 -1.310 -5.397
C: -1.205 2.508 9.536
S: 0.483 2.939 9.089
O: 1.201 1.666 8.816
C: 0.977 3.484 10.728
H: -1.692 2.100 8.654
H: -1.194 1.761 10.329
H: -1.733 3.404 9.864
H: 0.840 2.670 11.440
H: 0.380 4.349 11.017
H: 2.027 3.763 10.687
C: 1.613 4.617 -4.242
S: 2.413 3.014 -4.087
O: 2.520 2.727 -2.620
C: 4.021 3.561 -4.661
H: 0.587 4.521 -3.889
H: 2.143 5.354 -3.637
H: 1.608 4.918 -5.289
H: 4.385 4.367 -4.023
H: 3.935 3.899 -5.693
H: 4.701 2.714 -4.610
C: -6.614 -1.805 -3.796
S: -4.972 -1.096 -3.964
O: -4.045 -2.206 -4.303
C: -4.738 -0.742 -2.215
H: -6.937 -2.138 -4.780
H: -6.580 -2.654 -3.113
H: -7.301 -1.043 -3.426
H: -4.829 -1.662 -1.636
H: -5.478 -0.010 -1.886
H: -3.736 -0.333 -2.091
C: 3.179 -3.761 -6.907
S: 3.850 -2.390 -5.969
O: 3.176 -1.147 -6.450
C: 5.485 -2.429 -6.712
H: 2.138 -3.889 -6.625
H: 3.248 -3.541 -7.973
H: 3.726 -4.668 -6.665
H: 5.400 -2.298 -7.791
H: 5.963 -3.381 -6.480
H: 6.069 -1.615 -6.288
C: 1.084 -6.238 -3.226
S: 2.318 -7.111 -4.200
O: 2.664 -6.229 -5.350
C: 1.207 -8.376 -4.824
H: 1.564 -5.370 -2.777
H: 0.268 -5.915 -3.874
H: 0.710 -6.895 -2.442
H: 0.383 -7.909 -5.363
H: 0.830 -8.969 -3.991
H: 1.772 -9.015 -5.500

Cartesian forces, eV/Å:
C 0.521 -0.541 -0.108
C -0.405 0.355 0.283
C -0.260 -0.462 0.134
C 0.554 -0.203 0.323
C -0.119 0.058 0.255
C 0.397 -0.120 -0.643
C -0.479 -0.255 -0.167
C 0.930 0.344 -0.054
C -0.957 0.343 0.537
C -0.130 -0.393 -0.560
C -0.641 1.186 0.324
C 0.831 -0.407 -0.319
C -0.781 -0.707 0.446
O 0.314 0.072 0.310
C 0.656 0.118 0.201
N -0.591 -0.166 0.271
N -0.256 -1.119 0.391
C 0.337 0.969 -0.289
N 0.038 -0.653 -0.636
N 0.854 -0.279 0.116
H -0.117 0.304 0.093
H -0.341 -0.074 -0.012
H -0.283 0.275 -0.054
H 0.201 -0.088 0.186
H 0.051 -0.273 -0.240
H 0.463 0.184 -0.054
H 0.023 0.238 0.009
H -0.336 0.198 -0.121
H 0.007 -0.203 -0.282
H 0.300 -0.074 -0.078
H -0.165 0.058 -0.262
H -0.210 -0.078 0.265
H -0.053 0.147 0.344
H 0.307 0.224 -0.311
H 0.014 0.207 0.167
H -0.388 0.046 0.186
H -0.320 0.113 -0.201
H 0.389 -0.062 0.205
H -0.202 0.452 0.276
H 0.285 -0.121 0.246
H 0.005 -0.470 -0.236
H -0.015 0.213 0.181
H -0.480 0.010 0.043
H -0.231 -0.008 0.130
H -0.043 0.210 -0.245
H 0.062 -0.338 -0.123
H -0.179 0.215 -0.258
H 0.215 0.231 -0.251
H 0.147 -0.125 -0.269
H 0.024 0.052 -0.032
H 0.168 -0.028 -0.785
H 0.246 0.023 -0.006
H -0.028 0.158 0.098
C 2.906 -0.210 0.664
S 0.395 -1.031 0.278
O -0.448 0.751 0.394
C 0.082 0.183 -0.088
H 0.271 0.022 -0.007
H 2.138 -0.002 0.113
H 0.165 -0.083 0.086
H -0.072 -0.014 0.062
H -0.017 -0.017 0.071
H 0.005 -0.032 0.006
C -0.079 -0.035 0.058
S -0.009 0.093 0.027
O -0.014 -0.023 0.050
C 0.010 0.013 0.097
H 0.048 0.008 -0.030
H 0.055 -0.007 -0.012
H 0.012 0.013 -0.018
H -0.004 -0.037 -0.048
H 0.003 0.011 -0.027
H 0.002 -0.011 -0.057
C 0.024 0.097 0.067
S -0.113 -0.107 -0.208
O -0.309 0.200 0.075
C 0.156 0.022 0.154
H -0.007 -0.052 -0.043
H 0.030 -0.038 0.012
H -0.024 -0.024 -0.011
H -0.031 -0.009 0.027
H -0.047 -0.047 -0.010
H -0.046 -0.041 -0.005
C -0.079 -0.042 0.032
S -0.888 0.711 -0.013
O -4.706 0.018 -1.055
C 0.154 -0.040 0.139
H 0.047 0.027 -0.027
H 0.056 0.009 -0.005
H 0.016 0.016 -0.013
H 0.014 -0.025 -0.024
H -0.027 -0.036 -0.129
H 0.044 -0.023 -0.035
C 0.094 0.097 -0.286
S -0.047 -0.085 0.051
O 0.021 -0.005 0.000
C 0.071 0.027 -0.076
H 0.016 -0.023 0.078
H 0.014 0.114 0.028
H -0.049 -0.033 0.088
H -0.053 0.009 0.005
H -0.023 -0.006 0.026
H -0.041 0.010 0.034
C -0.086 0.067 0.013
S 0.048 -0.065 0.058
O -0.129 -0.054 0.088
C -0.089 -0.033 -0.042
H 0.050 -0.019 -0.027
H 0.033 -0.024 -0.038
H 0.021 -0.013 0.005
H 0.031 0.047 0.001
H 0.029 -0.002 0.013
H 0.051 0.027 0.013

- calculated total energy (hartree) = -4204.5420
- net charge = +1
- multiplicity = 1


The following is a quantum chemistry calculation of a structure of composition BrO4SZn, from the OMol25 dataset.

Element x y z (Å)
Zn: 3.378 3.437 1.726
S: 2.951 2.846 4.313
O: 1.947 2.579 5.190
O: 3.845 3.975 4.478
O: 3.661 1.540 3.949
O: 2.091 2.949 2.860
Br: 2.053 5.754 2.988

Cartesian forces, eV/Å:
Zn -0.320 1.647 0.826
S 4.243 -4.411 -5.873
O -4.606 0.170 5.011
O -0.156 -0.317 -0.139
O 0.365 2.411 0.565
O 0.092 -0.079 1.003
Br 0.382 0.579 -1.392

- calculated total energy (hartree) = -5052.4780
- net charge = -1
- multiplicity = 1


The following is a quantum chemistry calculation of the molecule C17H15NO3, from the OMol25 dataset.

Element x y z (Å)
O: -0.251 2.406 -2.290
N: -1.184 1.742 -2.744
O: -1.946 2.180 -3.648
C: -1.444 0.396 -2.326
C: -2.526 -0.254 -2.906
C: -2.667 -1.637 -2.770
C: -1.708 -2.369 -2.049
C: -0.618 -1.731 -1.463
C: -0.481 -0.310 -1.486
O: 0.383 0.412 -0.839
C: 1.360 0.418 0.606
C: 0.332 0.037 1.635
C: 0.243 -1.285 2.095
C: -0.887 -1.700 2.800
C: -1.858 -0.769 3.176
C: -1.702 0.585 2.830
C: -0.577 0.997 2.105
C: 2.507 -0.447 0.326
C: 3.628 0.250 0.045
C: 3.442 1.725 0.166
C: 1.985 1.839 0.689
H: -3.235 0.326 -3.490
H: -3.532 -2.125 -3.227
H: -1.840 -3.450 -1.923
H: 0.103 -2.321 -0.887
H: 1.014 -1.997 1.804
H: -1.004 -2.752 3.035
H: -2.732 -1.084 3.746
H: -2.458 1.323 3.098
H: -0.445 2.049 1.813
H: 2.388 -1.511 0.418
H: 4.566 -0.159 -0.296
H: 3.534 2.264 -0.785
H: 4.169 2.173 0.856
H: 2.036 2.175 1.749
H: 1.402 2.602 0.138

Cartesian forces, eV/Å:
O -1.100 -0.746 -0.436
N -0.585 1.971 -1.282
O 1.277 -0.387 1.471
C 1.102 -1.170 0.701
C 0.080 -0.870 -0.058
C -0.112 0.272 0.185
C -0.136 0.430 -0.195
C 0.017 0.360 0.585
C -1.327 -0.483 -0.380
O 1.861 1.045 1.082
C -0.744 0.442 -0.310
C 0.329 -0.007 0.379
C -0.519 0.251 -0.658
C 0.196 0.335 0.203
C 0.159 0.384 -0.266
C 0.491 -0.185 0.027
C -0.448 -0.273 -0.435
C 0.860 0.241 0.007
C -0.937 -0.399 -0.109
C -0.794 0.199 -0.145
C -0.376 0.505 0.000
H 0.247 -0.142 0.101
H 0.380 0.104 0.238
H 0.193 0.435 -0.131
H -0.246 0.321 -0.190
H -0.343 0.044 0.115
H 0.015 0.138 0.158
H 0.176 0.039 -0.223
H 0.214 -0.243 0.082
H -0.207 -0.565 0.105
H 0.320 -0.277 -0.434
H 0.105 -0.302 0.207
H 0.188 -0.286 0.030
H -0.172 -0.125 -0.094
H -0.356 -0.478 -0.556
H 0.190 -0.579 0.224

- structure (SMILES) = O=[N+]([O-])c1ccccc1O[C@@]1(c2ccccc2)C=CCC1
- calculated total energy (hartree) = -937.1112
- multiplicity = 1


How do the records compare in largest force on an atom? In the order shown, they have 0.09378, 0.16497, 0.04712 hartree/bohr.
How do the records compare in orbital gap? In the order shown, they have 7.94, 5.11, 8.08 eV.